1.
ORCA calculation (wB97M-V/def2-TZVPD) on a structure of composition C44H34N15O2Re.

Positions of all 96 atoms, in Å:
Re: -0.25 0.14 0.06
C: 1.07 4.23 -0.55
C: 1.89 4.50 0.54
C: 2.18 3.49 1.44
C: 1.66 2.21 1.24
N: 0.81 1.97 0.20
C: 0.55 2.97 -0.67
N: 2.14 1.23 2.12
C: 2.14 0.00 1.80
N: 1.44 -0.53 0.70
C: 2.09 -1.69 0.26
N: 2.02 -2.15 -0.92
C: 1.45 -1.43 -1.97
C: 1.86 -1.80 -3.25
C: 1.42 -1.11 -4.35
C: 0.53 -0.05 -4.18
C: 0.13 0.26 -2.91
N: 0.57 -0.40 -1.81
C: 2.93 -2.13 1.38
C: 3.71 -3.27 1.52
C: 4.49 -3.36 2.67
C: 4.52 -2.33 3.62
C: 3.76 -1.17 3.45
C: 2.96 -1.10 2.33
H: 0.84 4.98 -1.29
H: 2.31 5.49 0.69
H: 2.83 3.64 2.28
H: -0.13 2.73 -1.48
H: 2.55 -2.63 -3.32
H: 1.76 -1.40 -5.34
H: 0.15 0.51 -5.02
H: -0.60 1.04 -2.74
H: 3.71 -4.05 0.78
H: 5.10 -4.24 2.83
H: 5.15 -2.43 4.49
H: 3.81 -0.36 4.16
C: -5.44 2.52 -0.15
N: -4.26 1.61 -0.02
C: -3.09 1.66 -0.62
N: -2.36 0.58 -0.29
C: -3.22 -0.09 0.58
N: -4.34 0.52 0.77
C: -6.70 1.71 -0.05
C: -7.73 2.09 0.80
C: -8.84 1.27 0.94
C: -8.89 0.04 0.30
C: -7.84 -0.35 -0.53
C: -6.78 0.51 -0.74
C: -7.79 -1.70 -1.11
N: -8.73 -2.48 -1.47
N: -8.11 -3.64 -1.98
C: -6.85 -3.43 -1.88
O: -6.54 -2.22 -1.33
C: -5.74 -4.27 -2.35
C: -6.01 -5.19 -3.36
C: -4.98 -5.92 -3.92
C: -3.68 -5.72 -3.49
C: -3.41 -4.83 -2.45
C: -1.96 -4.74 -2.04
N: -1.62 -3.69 -1.06
C: -1.52 -2.39 -1.22
N: -1.00 -1.85 -0.11
C: -0.79 -2.94 0.71
N: -1.18 -4.06 0.17
C: -4.44 -4.11 -1.87
H: -5.31 3.00 -1.13
H: -5.38 3.28 0.63
H: -2.81 2.44 -1.31
H: -3.00 -1.01 1.08
H: -7.67 3.02 1.35
H: -9.65 1.57 1.59
H: -9.73 -0.63 0.45
H: -5.97 0.20 -1.40
H: -7.03 -5.31 -3.70
H: -5.18 -6.62 -4.72
H: -2.87 -6.28 -3.96
H: -1.35 -4.56 -2.93
H: -1.58 -5.65 -1.57
H: -1.83 -1.87 -2.11
H: -0.38 -2.89 1.70
H: -4.26 -3.41 -1.07
N: -2.42 1.77 6.90
C: -2.93 1.35 5.74
O: -4.09 1.08 5.50
C: -2.01 1.18 4.55
C: -1.97 2.18 3.57
C: -1.39 1.90 2.36
N: -0.83 0.71 2.08
C: -0.78 -0.21 3.06
C: -1.36 -0.02 4.29
H: -3.05 1.87 7.69
H: -1.44 1.95 7.03
H: -2.43 3.14 3.74
H: -1.39 2.64 1.56
H: -0.28 -1.15 2.82
H: -1.33 -0.82 5.03

charge: +3
LUMO level (spin up / spin down): -0.3261 / -0.3764 hartree
multiplicity: 4
energy above the lowest of the compared OMol25 structures with the same formula, charge and spin: 0.7 kcal per mole

2.
ORCA calculation (wB97M-V/def2-TZVPD) on a structure of composition C5H10O.

Positions of all 16 atoms, in Å:
C: 0.84 1.50 -0.57
C: 0.66 0.71 0.72
C: -0.50 -0.21 1.01
C: -1.65 -0.46 0.05
C: 0.88 -0.76 0.79
O: 1.02 -1.56 -1.18
H: 0.57 0.90 -1.44
H: 1.89 1.80 -0.69
H: 0.22 2.41 -0.55
H: 1.07 1.23 1.60
H: -0.80 -0.26 2.06
H: -2.06 -1.47 0.18
H: -2.46 0.26 0.23
H: -1.32 -0.35 -0.99
H: 1.40 -1.60 -0.08
H: 0.24 -2.14 -1.12

LUMO level: -0.0033 hartree
energy above the lowest of the compared OMol25 structures with the same formula, charge and spin: 111.5 kcal per mole

3.
ORCA calculation (wB97M-V/def2-TZVPD) on a cluster of 2 separate species, C6H13NO in total.

Positions of all 21 atoms, in Å:
C: 1.33 -0.94 -1.51
C: 1.75 -0.28 -0.25
N: 1.54 -0.87 0.87
O: 2.13 -0.22 1.97
H: 2.20 -1.14 -2.13
H: 0.66 -0.28 -2.06
H: 0.80 -1.86 -1.30
H: 2.32 0.65 -0.31
H: 2.06 -0.86 2.69
C: -1.97 0.30 -1.20
C: -1.43 0.43 0.00
C: -1.41 -0.60 1.05
C: -0.51 1.70 0.31
H: -2.63 -0.52 -1.44
H: -1.80 1.02 -1.99
H: -0.27 -0.93 1.17
H: -2.03 -1.46 0.80
H: -1.71 -0.19 2.01
H: -1.13 2.25 1.01
H: 0.41 1.52 0.87
H: -0.35 2.31 -0.57

LUMO level: 0.0365 hartree
energy above the lowest of the compared OMol25 structures with the same formula, charge and spin: 83.8 kcal per mole

4.
ORCA calculation (wB97M-V/def2-TZVPD) on an isolated molecule of C3H2N2O.

Positions of all 8 atoms, in Å:
O: 0.38 1.31 -0.46
C: -0.15 0.04 -0.46
C: 0.76 -0.96 0.14
N: 1.55 -1.70 0.54
C: -1.38 0.08 1.25
N: -1.61 -0.05 0.09
H: 0.79 1.52 0.39
H: -0.34 -0.24 -1.49

LUMO level: -0.0089 hartree
energy above the lowest of the compared OMol25 structures with the same formula, charge and spin: 47.1 kcal per mole

5.
ORCA calculation (wB97M-V/def2-TZVPD) on a structure of composition C62H43Cl2N6O2SV.

Positions of all 117 atoms, in Å:
V: 0.21 -0.42 -0.73
C: 4.44 4.75 -4.77
C: 3.42 4.06 -5.42
C: 2.66 3.14 -4.73
C: 2.89 2.89 -3.38
C: 3.92 3.57 -2.74
C: 4.69 4.50 -3.43
C: 2.04 1.92 -2.65
C: 1.30 2.36 -1.57
C: 1.32 3.72 -1.09
C: 0.38 3.83 -0.13
C: -0.27 2.54 -0.05
C: -1.54 2.39 0.49
C: -2.16 3.45 1.35
C: -2.18 3.27 2.86
C: -2.92 4.38 3.68
C: -3.41 5.54 2.90
C: -3.26 5.63 1.58
C: -2.64 4.57 0.80
C: -2.30 1.24 0.20
N: -1.85 0.10 -0.40
C: -2.88 -0.79 -0.32
C: -2.83 -2.17 -0.63
C: -4.06 -2.97 -0.40
C: -4.98 -3.18 -1.42
C: -6.12 -3.95 -1.20
C: -6.34 -4.52 0.04
C: -5.42 -4.32 1.06
C: -4.29 -3.55 0.84
C: -1.72 -2.81 -1.14
C: -1.72 -4.19 -1.54
C: -0.54 -4.42 -2.16
C: 0.19 -3.16 -2.15
N: -0.52 -2.22 -1.46
C: 1.30 -2.92 -2.95
C: 1.74 -1.59 -3.23
C: 2.80 -1.26 -4.12
C: 2.96 0.10 -4.07
C: 2.02 0.58 -3.12
N: 1.26 -0.45 -2.63
C: 2.00 -4.07 -3.54
C: 2.40 -5.14 -2.73
C: 3.12 -6.21 -3.24
C: 3.45 -6.25 -4.58
C: 3.01 -5.23 -5.42
C: 2.29 -4.17 -4.91
C: -4.03 -0.18 0.26
C: -3.66 1.09 0.59
N: 0.37 1.62 -0.86
H: 5.03 5.48 -5.31
H: 3.23 4.24 -6.47
H: 1.86 2.61 -5.23
H: 4.13 3.36 -1.70
H: 5.48 5.03 -2.92
H: 1.96 4.50 -1.47
H: 0.10 4.70 0.42
H: -2.53 2.26 3.11
H: -3.72 4.00 4.32
H: -3.88 6.34 3.48
H: -3.62 6.50 1.05
H: -2.60 4.70 -0.27
H: -4.81 -2.74 -2.40
H: -6.83 -4.10 -2.00
H: -7.23 -5.10 0.22
H: -5.59 -4.76 2.04
H: -3.57 -3.39 1.63
H: -2.53 -4.88 -1.39
H: -0.21 -5.32 -2.65
H: 3.39 -1.96 -4.68
H: 3.69 0.69 -4.60
H: 2.15 -5.11 -1.67
H: 3.43 -7.01 -2.57
H: 4.02 -7.08 -4.98
H: 3.22 -5.28 -6.48
H: 1.92 -3.40 -5.58
H: -4.98 -0.66 0.41
H: -4.25 1.86 1.06
C: -1.40 -1.45 3.09
C: -0.99 -2.77 3.19
C: -0.01 -3.20 2.32
C: 0.48 -2.35 1.34
N: -0.06 -1.13 1.13
C: -0.90 -0.67 2.06
C: 1.68 -2.61 0.56
C: 2.51 -3.71 0.76
C: 3.72 -3.78 0.09
C: 4.08 -2.73 -0.74
C: 3.20 -1.68 -0.88
N: 2.01 -1.62 -0.29
H: -2.10 -1.03 3.79
H: -1.41 -3.43 3.93
H: 0.39 -4.20 2.40
H: -1.23 0.35 1.97
H: 2.22 -4.49 1.45
H: 4.37 -4.63 0.22
H: 5.02 -2.73 -1.25
H: 3.49 -0.82 -1.49
O: -2.48 5.18 8.10
C: -2.36 5.40 6.75
O: -2.80 6.44 6.30
C: -1.71 4.38 5.95
C: -1.16 3.23 6.44
C: -0.42 2.31 5.67
C: -0.18 2.50 4.33
S: 0.88 1.51 3.47
C: -0.85 3.63 3.60
C: -1.62 4.67 4.48
H: -2.07 4.35 8.33
H: -1.22 3.00 7.50
H: 0.04 1.46 6.16
H: -0.14 4.10 2.92
H: -1.29 5.70 4.34
Cl: 3.15 1.23 0.44
C: 4.13 0.95 1.89
Cl: 4.81 -0.68 1.93
H: 3.48 1.07 2.75
H: 4.96 1.66 1.89

charge: -1
LUMO level (spin up / spin down): 0.0538 / 0.0447 hartree
multiplicity: 4
energy above the lowest of the compared OMol25 structures with the same formula, charge and spin: 0.0 kcal per mole

6.
ORCA calculation (wB97M-V/def2-TZVPD) on a structure of composition C42H54AsCoNO4P2SSi2.

Positions of all 108 atoms, in Å:
Co: -0.25 -1.21 0.62
C: 0.91 1.85 -0.97
P: -0.11 0.28 -1.11
C: -1.76 1.07 -1.14
C: -2.21 1.58 0.08
C: -3.46 2.18 0.18
C: -4.26 2.30 -0.95
C: -3.83 1.78 -2.16
C: -2.59 1.16 -2.26
C: 0.28 -0.30 -2.78
C: 0.85 -1.56 -2.90
C: 1.12 -2.11 -4.14
C: 0.81 -1.40 -5.29
C: 0.27 -0.12 -5.18
C: 0.02 0.43 -3.94
P: 2.72 1.55 -1.31
C: 2.92 2.10 -3.06
C: 2.42 3.33 -3.49
C: 2.62 3.74 -4.80
C: 3.34 2.94 -5.68
C: 3.87 1.74 -5.24
C: 3.65 1.32 -3.94
C: 3.47 3.05 -0.54
C: 4.67 3.53 -1.06
C: 5.31 4.61 -0.49
C: 4.79 5.21 0.65
C: 3.62 4.71 1.21
C: 2.97 3.64 0.62
H: 0.83 2.14 0.08
H: 0.48 2.63 -1.58
H: -1.60 1.47 0.96
H: -3.80 2.56 1.13
H: -5.23 2.77 -0.87
H: -4.46 1.85 -3.04
H: -2.29 0.71 -3.19
H: 1.07 -2.14 -2.00
H: 1.55 -3.11 -4.21
H: 0.97 -1.84 -6.26
H: 0.05 0.44 -6.08
H: -0.38 1.43 -3.88
H: 1.88 3.97 -2.81
H: 2.21 4.69 -5.13
H: 3.50 3.27 -6.70
H: 4.44 1.12 -5.92
H: 4.05 0.37 -3.61
H: 5.09 3.06 -1.94
H: 6.24 4.98 -0.91
H: 5.28 6.07 1.09
H: 3.22 5.16 2.11
H: 2.06 3.27 1.08
C: -0.44 -2.20 5.62
Si: -1.46 -1.14 4.41
C: -2.23 0.29 5.39
C: -2.91 -2.24 3.88
As: 0.02 -0.41 2.76
Si: 1.07 1.44 3.71
C: 0.02 3.02 3.58
C: 2.69 1.73 2.76
C: 1.56 1.20 5.53
H: -1.05 -2.56 6.45
H: 0.40 -1.63 6.02
H: -0.04 -3.07 5.10
H: -2.91 -0.10 6.15
H: -2.80 0.95 4.73
H: -1.47 0.89 5.89
H: -3.38 -2.68 4.76
H: -2.59 -3.05 3.22
H: -3.66 -1.65 3.35
H: -0.27 3.20 2.54
H: 0.56 3.90 3.94
H: -0.90 2.92 4.17
H: 2.62 1.36 1.74
H: 3.51 1.19 3.25
H: 2.96 2.78 2.73
H: 0.69 1.06 6.17
H: 2.12 2.06 5.90
H: 2.19 0.31 5.63
O: -2.06 -4.11 -2.68
S: -2.60 -2.81 -2.41
O: -2.71 -1.92 -3.53
N: -1.84 -2.13 -1.12
C: -2.68 -2.00 -0.10
O: -2.32 -1.52 1.00
C: -4.06 -2.47 -0.35
C: -5.14 -2.48 0.53
C: -6.35 -2.96 0.07
C: -6.49 -3.39 -1.25
C: -5.41 -3.39 -2.12
C: -4.20 -2.94 -1.63
H: -5.01 -2.12 1.54
H: -7.20 -3.00 0.74
H: -7.46 -3.73 -1.60
H: -5.51 -3.72 -3.14
C: 2.89 -1.92 0.73
C: 2.21 -3.26 0.54
O: 0.83 -3.13 0.90
C: 0.14 -4.37 1.05
C: -0.11 -5.10 -0.26
H: 3.94 -1.98 0.42
H: 2.84 -1.63 1.78
H: 2.39 -1.16 0.13
H: 2.66 -4.03 1.18
H: 2.29 -3.59 -0.50
H: -0.81 -4.11 1.52
H: 0.70 -5.00 1.74
H: -0.53 -4.43 -1.01
H: -0.82 -5.90 -0.10
H: 0.81 -5.54 -0.65

LUMO level (spin up / spin down): 0.0150 / 0.0057 hartree
multiplicity: 4

7.
ORCA calculation (wB97M-V/def2-TZVPD) on a cluster of 6 separate species, C28H50FNO23 in total.

Positions of all 103 atoms, in Å:
C: 2.29 -2.64 1.53
C: 1.98 -1.38 0.47
O: 1.98 -1.69 -0.82
O: 1.81 -0.06 1.08
C: 0.83 0.78 0.40
C: -0.62 0.93 1.16
C: -1.31 -0.48 1.63
C: -1.57 -1.65 0.51
O: -2.80 -1.36 -0.30
N: -2.60 -2.14 -1.41
O: -3.64 -2.71 -1.72
O: -2.72 -0.04 1.91
C: -3.08 -0.11 3.34
O: -4.27 -0.29 3.94
O: -1.75 0.02 4.00
C: -0.92 -0.91 3.17
O: -1.37 -2.26 3.58
F: 0.43 -0.63 3.70
H: 2.01 -3.66 0.99
H: 1.78 -2.50 2.57
H: 3.47 -2.69 1.69
H: 0.60 0.51 -0.71
H: 1.29 1.88 0.38
H: -0.58 1.67 2.07
H: -1.38 1.42 0.38
H: -0.70 -1.77 -0.28
H: -1.76 -2.70 0.99
H: -0.90 -2.95 2.99
C: 4.11 6.85 0.52
C: 2.89 6.23 -0.14
O: 2.22 5.33 0.75
C: 1.48 5.92 1.72
O: 1.35 7.12 1.90
O: 0.94 4.94 2.49
C: 0.22 5.43 3.62
H: 4.77 6.07 0.91
H: 4.67 7.46 -0.19
H: 3.83 7.48 1.37
H: 3.22 5.63 -1.00
H: 2.21 7.00 -0.52
H: -0.54 6.15 3.33
H: 0.92 5.88 4.34
H: -0.27 4.58 4.10
C: 8.95 -5.47 1.60
C: 7.81 -6.47 1.72
O: 6.55 -5.86 1.42
C: 6.31 -5.64 0.10
O: 7.06 -5.90 -0.83
O: 5.10 -5.03 -0.01
C: 4.77 -4.64 -1.34
H: 8.75 -4.58 2.21
H: 9.90 -5.91 1.91
H: 9.06 -5.11 0.57
H: 7.76 -6.82 2.76
H: 7.98 -7.35 1.09
H: 4.84 -5.49 -2.03
H: 5.43 -3.83 -1.66
H: 3.74 -4.28 -1.34
C: -5.27 0.86 -2.87
C: -4.35 1.26 -1.73
O: -3.75 2.53 -1.97
C: -4.56 3.60 -1.79
O: -5.73 3.57 -1.44
O: -3.85 4.72 -2.09
C: -4.63 5.92 -2.04
H: -4.74 0.90 -3.83
H: -5.66 -0.15 -2.72
H: -6.12 1.54 -2.95
H: -3.53 0.53 -1.66
H: -4.87 1.25 -0.76
H: -5.13 6.03 -1.07
H: -5.36 5.93 -2.85
H: -3.95 6.77 -2.18
C: -8.03 4.70 2.31
C: -7.10 5.10 3.45
O: -6.51 6.37 3.21
C: -7.32 7.44 3.40
O: -8.49 7.41 3.75
O: -6.61 8.56 3.09
C: -7.38 9.76 3.14
H: -7.50 4.73 1.36
H: -8.42 3.69 2.47
H: -8.88 5.38 2.23
H: -6.29 4.37 3.52
H: -7.62 5.09 4.42
H: -7.88 9.87 4.11
H: -8.11 9.77 2.33
H: -6.70 10.61 3.01
C: 5.68 -9.14 -3.68
C: 5.06 -7.80 -4.04
O: 4.74 -7.74 -5.43
C: 3.63 -8.43 -5.80
O: 2.91 -9.08 -5.07
O: 3.48 -8.30 -7.15
C: 2.41 -9.07 -7.68
H: 6.54 -9.36 -4.32
H: 6.00 -9.15 -2.63
H: 4.97 -9.96 -3.82
H: 5.80 -7.01 -3.85
H: 4.19 -7.58 -3.42
H: 1.47 -8.85 -7.17
H: 2.65 -10.14 -7.62
H: 2.30 -8.81 -8.74

LUMO level: -0.0282 hartree
energy above the lowest of the compared OMol25 structures with the same formula, charge and spin: 136.8 kcal per mole